P | Entry from the OMol25 dataset: a cluster of 4 separate species, C3H15NO3 in total (the ωB97M-V functional and the def2-TZVPD basis).

## Properties
- SMILES string = CCNC.O.O.O
- lowest unoccupied orbital energy (Eh) = 0.0261
- charge = 0

The geometry in XYZ format:
```
22
Properties=species:S:1:pos:R:3:lowdin_charge:R:1
C -1.79 1.29 0.02 -0.114
C -0.48 1.49 -0.79 -0.304
N 0.59 2.13 0.04 -0.178
C 1.96 2.19 -0.49 -0.147
H -1.76 0.61 0.93 0.084
H -2.14 2.31 0.33 0.064
H -2.57 1.10 -0.75 0.070
H -0.07 0.47 -1.06 0.097
H -0.69 1.98 -1.77 0.110
H 0.25 3.10 0.22 0.121
H 2.67 2.71 0.10 0.054
H 2.14 2.56 -1.54 0.086
H 2.29 1.10 -0.53 0.086
O -1.63 -1.72 -1.01 -0.082
H -1.32 -2.05 -1.86 0.031
H -1.25 -2.55 -0.57 0.056
O 0.83 -0.59 1.06 -0.084
H 1.22 -0.76 1.88 -0.001
H 1.15 0.37 0.79 0.051
O 0.50 -3.75 0.98 -0.040
H -0.18 -4.24 1.33 -0.012
H 0.48 -2.93 1.55 0.048
```

---

Q | Entry from the OMol25 dataset: a cluster of 5 separate species, C3H15NO3 in total (the ωB97M-V functional and the def2-TZVPD basis).

## Properties
- lowest unoccupied orbital energy (Eh) = -0.0774
- charge = 0

The geometry in XYZ format:
```
22
Properties=species:S:1:pos:R:3:lowdin_charge:R:1
C 0.77 0.16 -1.53 -0.145
N -0.56 -0.55 -1.32 -0.237
C -0.73 -1.42 -2.52 -0.097
C -0.92 -1.40 -0.11 -0.079
H 0.59 0.92 -2.31 0.088
H 1.58 -0.53 -1.91 0.097
H 1.24 0.60 -0.65 0.042
H -1.02 -2.55 -2.39 0.126
H -1.40 -1.02 -3.21 0.052
H 0.26 -1.45 -2.95 0.054
H -1.81 -1.89 -0.28 0.048
H -1.01 -0.83 0.81 0.035
H -0.18 -2.25 0.05 0.107
H 1.97 -0.67 2.87 0.025
H 1.15 0.45 2.23 0.024
O 1.53 -0.46 2.04 -0.089
H -1.41 1.23 2.63 0.037
H -0.38 1.41 -0.53 0.419
O -1.34 1.03 1.69 -0.146
H 1.00 3.11 0.92 -0.023
H -0.54 1.56 1.38 -0.048
O 0.95 2.15 0.95 -0.292
```

---

R | Entry from the OMol25 dataset: a cluster of 4 separate species, C3H15NO3 in total (the ωB97M-V functional and the def2-TZVPD basis).

## Properties
- SMILES string = CCCN.O.O.O
- lowest unoccupied orbital energy (Eh) = 0.0295
- charge = 0

The geometry in XYZ format:
```
22
Properties=species:S:1:pos:R:3:lowdin_charge:R:1
C -0.87 1.78 0.92 -0.108
C -1.17 0.32 1.26 -0.248
C 0.06 -0.53 1.68 -0.294
N 0.78 -1.12 0.52 0.007
H -0.50 2.22 1.85 0.072
H -1.83 2.30 0.75 0.068
H -0.28 2.00 0.04 0.055
H -1.93 0.21 2.03 0.100
H -1.60 -0.19 0.39 0.097
H -0.45 -1.29 2.29 0.098
H 0.78 -0.11 2.37 0.105
H 0.02 -1.65 0.09 0.036
H 1.33 -1.86 0.94 0.070
O 0.68 -0.33 -2.70 -0.060
H 0.40 0.34 -3.32 0.036
H 1.23 0.22 -2.12 -0.003
O 2.24 1.32 -0.78 -0.070
H 2.62 2.10 -0.35 0.053
H 1.60 0.99 -0.13 -0.005
O -1.28 -2.24 -1.61 -0.057
H -0.65 -2.91 -1.79 0.016
H -1.18 -1.58 -2.31 0.031
```

---

S | Entry from the OMol25 dataset: a cluster of 4 separate species, C3H15NO3 in total (the ωB97M-V functional and the def2-TZVPD basis).

## Properties
- SMILES string = CCCN.O.O.O
- lowest unoccupied orbital energy (Eh) = 0.0133
- charge = 0

The geometry in XYZ format:
```
22
Properties=species:S:1:pos:R:3:lowdin_charge:R:1
C -2.52 -0.98 1.12 -0.135
C -1.61 0.13 1.58 -0.257
C -0.10 -0.29 1.78 -0.243
N 0.79 0.07 0.66 -0.041
H -2.51 -1.90 1.72 0.080
H -3.55 -0.55 1.08 0.075
H -2.43 -1.42 0.12 0.072
H -2.01 0.50 2.50 0.083
H -1.57 1.04 0.95 0.105
H 0.25 0.02 2.75 0.102
H -0.06 -1.44 1.73 0.125
H 0.26 0.13 -0.22 0.085
H 0.85 1.09 0.71 0.094
O 3.16 0.78 -2.20 -0.067
H 3.35 -0.15 -2.36 0.031
H 2.21 0.90 -2.31 0.003
O 2.22 -1.78 -0.59 -0.126
H 3.01 -1.61 -0.08 0.026
H 1.53 -1.24 -0.09 -0.022
O -0.40 1.85 -3.11 -0.063
H -1.17 2.39 -2.90 0.041
H 0.30 2.46 -2.84 0.031
```

---

Energies relative to the most stable structure are P 1.086; Q 6.535; R 0.000; S 0.647, reported in eV.

---

P | Entry from the OMol25 dataset: a cluster of 2 separate species, C9H14 in total (the ωB97M-V functional and the def2-TZVPD basis).

## Properties
- SMILES string = Cc1ccccc1.CC
- lowest unoccupied orbital energy (Eh) = 0.0362
- charge = 0

The geometry in XYZ format:
```
23
Properties=species:S:1:pos:R:3:lowdin_charge:R:1
C -1.26 -1.11 -2.64 -0.072
C -0.21 -1.34 -1.64 -0.299
C 0.65 -0.29 -1.21 -0.057
C 1.44 -0.49 -0.15 -0.127
C 1.38 -1.68 0.59 -0.078
C 0.57 -2.74 0.14 -0.059
C -0.32 -2.53 -0.95 -0.039
H -1.47 -2.08 -3.12 0.079
H -0.88 -0.45 -3.35 0.055
H -2.28 -0.96 -2.15 0.114
H 0.61 0.75 -1.78 0.159
H 1.93 0.30 0.25 0.058
H 1.74 -1.72 1.66 0.117
H 0.34 -3.58 0.72 0.077
H -1.04 -3.22 -1.08 0.070
C -0.52 3.09 1.29 -0.182
C 0.15 2.21 2.46 -0.178
H -1.17 2.55 0.60 0.035
H -1.28 3.92 1.58 0.083
H 0.41 3.35 0.74 0.051
H -0.09 1.14 2.20 0.053
H -0.10 2.72 3.40 0.043
H 1.37 2.17 2.45 0.098
```

---

Q | Entry from the OMol25 dataset: a cluster of 2 separate species, C9H14 in total (the ωB97M-V functional and the def2-TZVPD basis).

## Properties
- SMILES string = Cc1ccccc1.CC
- lowest unoccupied orbital energy (Eh) = 0.0374
- charge = 0

The geometry in XYZ format:
```
23
Properties=species:S:1:pos:R:3:lowdin_charge:R:1
C -0.45 3.14 0.20 -0.056
C -0.60 1.73 -0.19 -0.304
C -1.58 0.90 0.36 -0.033
C -1.69 -0.47 0.00 -0.058
C -0.80 -0.98 -0.96 -0.115
C 0.16 -0.15 -1.46 -0.116
C 0.25 1.16 -1.10 -0.068
H -1.40 3.60 0.09 0.069
H 0.27 3.61 -0.49 0.087
H -0.11 3.23 1.27 0.103
H -2.27 1.28 1.09 0.098
H -2.44 -1.10 0.41 0.087
H -0.89 -2.01 -1.25 0.094
H 0.83 -0.58 -2.22 0.116
H 0.98 1.77 -1.56 0.094
C 1.51 -3.00 1.21 -0.183
C 2.20 -1.64 1.19 -0.182
H 1.01 -3.25 2.17 0.072
H 0.74 -3.01 0.41 0.046
H 2.22 -3.79 0.98 0.055
H 1.43 -0.89 1.38 0.052
H 2.99 -1.58 2.02 0.083
H 2.65 -1.44 0.21 0.058
```

---

R | Entry from the OMol25 dataset: a cluster of 2 separate species, C9H14 in total (the ωB97M-V functional and the def2-TZVPD basis).

## Properties
- SMILES string = Cc1ccccc1.CC
- lowest unoccupied orbital energy (Eh) = 0.0357
- charge = 0

The geometry in XYZ format:
```
23
Properties=species:S:1:pos:R:3:lowdin_charge:R:1
C -0.61 1.17 -3.34 -0.073
C -0.13 0.90 -1.98 -0.303
C -0.48 1.88 -1.04 -0.023
C 0.15 1.92 0.32 -0.074
C 1.21 1.06 0.48 -0.131
C 1.65 0.07 -0.54 -0.087
C 0.91 -0.06 -1.72 -0.065
H -1.50 1.57 -3.43 0.016
H -0.63 0.36 -3.99 0.046
H 0.22 1.96 -3.80 0.161
H -1.38 2.49 -1.05 0.100
H -0.35 2.53 0.95 0.057
H 1.77 1.38 1.42 0.117
H 2.59 -0.46 -0.23 0.106
H 1.06 -1.07 -2.39 0.161
C -1.29 -2.14 2.79 -0.193
C 0.07 -1.78 2.46 -0.252
H -1.46 -2.32 3.82 0.027
H -1.96 -1.13 2.40 0.138
H -1.61 -3.15 2.22 0.111
H 0.49 -0.75 2.19 0.067
H 0.44 -2.19 1.52 0.059
H 0.85 -2.25 2.96 0.036
```

---

S | Entry from the OMol25 dataset: a cluster of 2 separate species, C9H14 in total (the ωB97M-V functional and the def2-TZVPD basis).

## Properties
- SMILES string = Cc1ccccc1.CC
- lowest unoccupied orbital energy (Eh) = 0.0379
- charge = 0

The geometry in XYZ format:
```
23
Properties=species:S:1:pos:R:3:lowdin_charge:R:1
C -0.60 -1.94 1.55 -0.063
C -1.12 -0.81 0.72 -0.299
C -1.40 0.44 1.33 -0.064
C -1.65 1.52 0.53 -0.105
C -1.91 1.36 -0.84 -0.100
C -1.76 0.12 -1.40 -0.098
C -1.41 -1.00 -0.63 -0.052
H -1.09 -2.00 2.53 0.079
H 0.48 -1.80 1.67 0.071
H -0.81 -2.97 1.24 0.078
H -1.20 0.60 2.38 0.113
H -1.71 2.51 0.97 0.103
H -2.19 2.23 -1.42 0.099
H -1.88 -0.05 -2.47 0.101
H -1.19 -1.94 -1.10 0.108
C 2.89 0.70 -1.17 -0.163
C 1.94 0.25 -0.03 -0.151
H 2.92 1.78 -1.29 0.058
H 3.90 0.29 -1.04 0.057
H 2.62 0.21 -2.10 0.058
H 1.67 -0.80 -0.17 0.056
H 1.05 0.85 -0.18 0.049
H 2.44 0.45 0.91 0.066
```

---

Energies relative to the most stable structure are P 2.090; Q 0.000; R 3.439; S 0.148, reported in eV.

---

P | Entry from the OMol25 dataset: a cluster of 2 separate species, C9H14 in total (the ωB97M-V functional and the def2-TZVPD basis).

## Properties
- SMILES string = Cc1ccccc1.CC
- lowest unoccupied orbital energy (Eh) = 0.0379
- charge = 0

The geometry in XYZ format:
```
23
Properties=species:S:1:pos:R:3:lowdin_charge:R:1
C -0.18 -2.07 -1.96 -0.053
C -0.78 -0.88 -1.25 -0.299
C -0.43 0.42 -1.63 -0.068
C -0.99 1.51 -0.99 -0.093
C -1.92 1.33 0.03 -0.100
C -2.28 0.05 0.40 -0.089
C -1.72 -1.05 -0.24 -0.062
H -0.26 -2.96 -1.35 0.074
H 0.87 -1.90 -2.18 0.077
H -0.69 -2.27 -2.91 0.082
H 0.31 0.56 -2.41 0.112
H -0.70 2.51 -1.29 0.101
H -2.36 2.18 0.54 0.099
H -3.00 -0.11 1.19 0.101
H -1.99 -2.05 0.07 0.108
C 2.08 0.21 1.08 -0.165
C 1.94 0.97 2.40 -0.170
H 1.13 -0.23 0.79 0.044
H 2.41 0.89 0.29 0.063
H 2.82 -0.59 1.17 0.062
H 2.91 1.33 2.75 0.059
H 1.54 0.32 3.18 0.060
H 1.28 1.83 2.30 0.058
```

---

Q | Entry from the OMol25 dataset: a cluster of 2 separate species, C9H14 in total (the ωB97M-V functional and the def2-TZVPD basis).

## Properties
- SMILES string = Cc1ccccc1.CC
- lowest unoccupied orbital energy (Eh) = 0.0374
- charge = 0

The geometry in XYZ format:
```
23
Properties=species:S:1:pos:R:3:lowdin_charge:R:1
C 0.20 -1.34 -2.29 -0.062
C -0.31 0.03 -1.88 -0.297
C -1.30 0.16 -0.88 -0.074
C -1.31 1.25 0.01 -0.147
C -0.57 2.34 -0.28 -0.137
C 0.26 2.35 -1.42 -0.084
C 0.50 1.16 -2.20 -0.040
H -0.58 -2.10 -2.13 0.082
H 1.21 -1.44 -1.80 0.104
H 0.38 -1.24 -3.34 0.054
H -2.07 -0.60 -0.86 0.107
H -2.13 1.40 0.80 0.135
H -0.32 3.18 0.45 0.125
H 0.72 3.26 -1.77 0.082
H 1.17 1.18 -3.15 0.136
C 0.55 -0.71 2.06 -0.206
C 0.54 -1.67 3.18 -0.204
H 0.20 -1.21 1.10 0.065
H -0.17 0.20 2.10 0.078
H 1.52 -0.28 1.78 0.068
H -0.21 -1.40 3.99 0.086
H 1.48 -1.83 3.69 0.055
H 0.24 -2.69 2.84 0.071
```

---

R | Entry from the OMol25 dataset: a cluster of 2 separate species, C9H14 in total (the ωB97M-V functional and the def2-TZVPD basis).

## Properties
- SMILES string = Cc1ccccc1.CC
- lowest unoccupied orbital energy (Eh) = 0.0385
- charge = 0

The geometry in XYZ format:
```
23
Properties=species:S:1:pos:R:3:lowdin_charge:R:1
C 2.29 0.26 0.64 -0.053
C 1.14 -0.67 0.33 -0.284
C 0.17 -1.19 1.18 -0.049
C -0.74 -2.11 0.66 -0.100
C -0.77 -2.51 -0.66 -0.095
C 0.12 -1.90 -1.53 -0.091
C 1.03 -0.98 -1.03 -0.080
H 2.00 1.29 0.40 0.065
H 3.18 -0.08 0.13 0.075
H 2.49 0.30 1.71 0.079
H 0.02 -0.86 2.21 0.115
H -1.48 -2.49 1.35 0.095
H -1.45 -3.28 -1.00 0.098
H 0.11 -2.11 -2.59 0.100
H 1.59 -0.46 -1.80 0.112
C -1.56 1.73 -0.60 -0.148
C -0.84 2.43 0.58 -0.151
H -0.84 1.29 -1.30 0.055
H -2.19 0.97 -0.13 0.057
H -2.28 2.37 -1.08 0.054
H -1.44 2.41 1.49 0.063
H -0.76 3.49 0.37 0.055
H 0.20 2.11 0.66 0.030
```

---

S | Entry from the OMol25 dataset: a cluster of 2 separate species, C9H14 in total (the ωB97M-V functional and the def2-TZVPD basis).

## Properties
- SMILES string = Cc1ccccc1.CC
- lowest unoccupied orbital energy (Eh) = 0.0363
- charge = 0

The geometry in XYZ format:
```
23
Properties=species:S:1:pos:R:3:lowdin_charge:R:1
C -1.03 -2.34 2.31 -0.073
C -0.10 -1.47 1.54 -0.316
C 1.02 -1.96 0.96 -0.074
C 1.95 -1.11 0.32 -0.077
C 1.56 0.20 0.18 -0.149
C 0.47 0.73 0.78 -0.085
C -0.40 -0.10 1.55 -0.007
H -0.44 -2.69 3.21 0.096
H -1.37 -3.30 1.94 0.068
H -1.97 -1.92 2.72 0.084
H 1.42 -3.02 1.02 0.134
H 2.95 -1.48 -0.03 0.118
H 2.19 0.97 -0.30 0.108
H 0.44 1.79 0.68 0.088
H -1.19 0.29 2.12 0.086
C -1.46 3.26 -3.17 -0.167
C -1.12 1.79 -3.20 -0.161
H -2.37 3.62 -3.65 0.056
H -1.42 3.67 -2.15 0.058
H -0.61 3.83 -3.64 0.076
H -1.81 1.05 -2.71 0.089
H -0.20 1.63 -2.68 0.046
H -0.97 1.51 -4.13 0.002
```

---

Energies relative to the most stable structure are P 0.000; Q 1.682; R 0.541; S 1.254, reported in eV.

---

P | Entry from the OMol25 dataset: a cluster of 2 separate species, C3H12N3O in total (the ωB97M-V functional and the def2-TZVPD basis).

## Properties
- lowest unoccupied orbital energy (Eh) = -0.1027
- charge = +1

The geometry in XYZ format:
```
19
Properties=species:S:1:pos:R:3:lowdin_charge:R:1
C 0.38 -0.02 -0.24 -0.429
N 0.70 1.12 -0.91 0.182
N -0.51 0.15 0.74 0.080
N 0.89 -1.17 -0.64 0.224
C -2.33 -0.55 2.24 -0.082
C -1.09 -0.99 1.51 -0.232
H 0.66 2.00 -0.39 0.135
H 1.17 1.08 -1.83 0.074
H -0.74 1.09 1.07 0.167
H 1.59 -1.20 -1.38 0.148
H 0.41 -2.03 -0.36 0.131
H -1.91 0.07 3.05 0.087
H -2.98 -1.33 2.68 0.098
H -2.95 0.09 1.59 0.091
H -0.28 -1.35 2.17 0.133
H -1.38 -1.83 0.85 0.122
O 2.48 1.41 -3.23 -0.081
H 2.79 1.45 -4.17 0.080
H 3.08 2.02 -2.75 0.072
```

---

Q | Entry from the OMol25 dataset: a cluster of 2 separate species, C3H12N3O in total (the ωB97M-V functional and the def2-TZVPD basis).

## Properties
- lowest unoccupied orbital energy (Eh) = -0.1110
- charge = +1

The geometry in XYZ format:
```
19
Properties=species:S:1:pos:R:3:lowdin_charge:R:1
C -1.13 1.75 0.04 -0.066
C 0.00 1.31 1.01 -0.188
N 0.59 0.03 0.58 0.065
C -0.16 -1.09 0.46 -0.433
N 0.16 -1.92 -0.53 0.235
N -1.06 -1.30 1.43 0.200
H -1.18 2.82 -0.09 0.076
H -2.13 1.34 0.23 0.076
H -0.90 1.44 -0.98 0.067
H 0.81 2.04 1.01 0.117
H -0.38 1.25 2.04 0.115
H 1.23 0.20 -0.20 0.106
H 0.84 -1.66 -1.23 0.099
H -0.24 -2.83 -0.35 0.139
H -1.81 -1.98 1.37 0.131
H -0.64 -1.31 2.35 0.144
H 1.68 -0.36 -3.01 0.072
H 2.57 0.38 -2.04 0.075
O 1.74 -0.10 -2.09 -0.032
```

---

Energies relative to the most stable structure are P 0.000; Q 0.213, reported in eV.